(1)
The following is a DFT calculation (the ωB97M-V functional and the def2-TZVPD basis) of C3H7NO in the gas phase.

Positions of all 12 atoms, in Å:
1 C -0.40 1.02 0.89
2 C 0.07 0.73 -0.53
3 C 0.64 -0.65 -0.77
4 N 0.00 -1.67 -0.10
5 O 1.56 -0.88 -1.51
6 H -1.24 0.39 1.19
7 H -0.70 2.06 0.99
8 H 0.39 0.83 1.61
9 H -0.77 0.83 -1.21
10 H 0.83 1.46 -0.83
11 H -0.49 -1.51 0.76
12 H 0.12 -2.60 -0.48

For the energy above the lowest of the compared OMol25 structures with the same formula, charge and spin, the calculation gives 3.7 kcal per mole. As for the structure (SMILES): CCC(N)=O. The LUMO energy is 0.90 eV. As for the frontier orbital gap: 10.66 eV. The value obtained for the total energy is -248.5205 Ha.

Löwdin population analysis, charges in e, atoms 1 to 2: atom 1 (C): -0.111, atom 2 (C): -0.168


(2)
The following is a DFT calculation (the ωB97M-V functional and the def2-TZVPD basis) of a molecular structure, C3H7NO at a distorted geometry.

Positions of all 12 atoms, in Å:
1 C -0.20 -0.11 -0.10
2 C 0.05 -0.60 -1.45
3 C 0.59 1.47 0.90
4 N -0.70 -0.90 0.79
5 O -0.93 -0.76 2.04
6 H 0.27 0.16 -2.20
7 H 0.97 -1.19 -1.68
8 H -0.87 -1.19 -1.74
9 H 1.46 1.00 1.23
10 H 0.79 2.36 0.34
11 H -0.30 1.57 1.49
12 H -1.10 -1.83 0.38

For the energy above the lowest of the compared OMol25 structures with the same formula, charge and spin, the calculation gives 119.9 kcal per mole. The LUMO energy (spin up / spin down) is 0.70 / 0.70 eV. As for the frontier orbital gap (spin up / spin down): 9.14 / 9.14 eV. The value obtained for the total energy is -248.3354 Ha.

Löwdin population analysis, charges in e, atoms 1 to 2: atom 1 (C): -0.166, atom 2 (C): -0.101


(3)
The following is a DFT calculation (the ωB97M-V functional and the def2-TZVPD basis) of C3H7NO in the gas phase.

Positions of all 12 atoms, in Å:
1 C 1.72 0.63 0.89
2 N 0.46 0.39 0.21
3 C 0.08 -0.81 0.09
4 O -1.07 -1.16 -0.50
5 C -1.84 -0.08 -0.99
6 H 2.23 -0.29 1.22
7 H 2.39 1.18 0.22
8 H 1.54 1.26 1.76
9 H 0.62 -1.70 0.45
10 H -2.09 0.61 -0.17
11 H -1.29 0.48 -1.75
12 H -2.75 -0.51 -1.41

For the energy above the lowest of the compared OMol25 structures with the same formula, charge and spin, the calculation gives 33.1 kcal per mole. As for the structure (SMILES): C/N=C/OC. The LUMO energy is 1.14 eV. As for the frontier orbital gap: 10.85 eV. The value obtained for the total energy is -248.4738 Ha.

Löwdin population analysis, charges in e, atoms 1 to 2: atom 1 (C): -0.144, atom 2 (N): -0.006


(4)
The following is a DFT calculation (the ωB97M-V functional and the def2-TZVPD basis) of 2 unconnected molecules or ions with the total composition C3H7NO at a distorted geometry.

Positions of all 12 atoms, in Å:
1 O 2.00 0.56 0.32
2 C 1.22 -0.36 -0.29
3 C -0.23 -0.14 -0.62
4 C -1.29 -0.09 0.40
5 N -0.78 1.14 -0.17
6 H 1.58 0.38 1.19
7 H 0.93 -0.98 1.30
8 H 1.74 -0.74 -1.20
9 H -0.52 -0.53 -1.60
10 H -0.96 -0.30 1.42
11 H -2.28 -0.44 0.13
12 H -1.42 1.51 -0.87

For the energy above the lowest of the compared OMol25 structures with the same formula, charge and spin, the calculation gives 133.2 kcal per mole. The LUMO energy is 0.17 eV. As for the frontier orbital gap: 9.21 eV. The value obtained for the total energy is -248.3142 Ha.

Löwdin population analysis, charges in e, atoms 1 to 2: atom 1 (O): -0.074, atom 2 (C): -0.195


(5)
The following is a DFT calculation (the ωB97M-V functional and the def2-TZVPD basis) of 2 unconnected molecules or ions with the total composition C3H7NO at a distorted geometry.

Positions of all 12 atoms, in Å:
1 C -0.85 -0.65 -0.15
2 C -1.29 0.01 0.91
3 C 0.00 0.48 -1.32
4 N 0.49 -0.56 -0.72
5 H -1.49 -1.44 -0.54
6 H -0.83 0.83 1.45
7 H -2.20 -0.39 1.33
8 H 0.27 1.53 -1.09
9 H -0.55 0.36 -2.26
10 H 2.47 -0.41 1.42
11 H 1.54 -0.01 0.26
12 O 2.43 0.26 0.72

For the energy above the lowest of the compared OMol25 structures with the same formula, charge and spin, the calculation gives 115.6 kcal per mole. The LUMO energy is -0.57 eV. As for the frontier orbital gap: 8.19 eV. The value obtained for the total energy is -248.3423 Ha.

Löwdin population analysis, charges in e, atoms 1 to 2: atom 1 (C): -0.276, atom 2 (C): 0.077


(6)
The following is a DFT calculation (the ωB97M-V functional and the def2-TZVPD basis) of a molecular structure, C3H7NO at a distorted geometry.

Positions of all 12 atoms, in Å:
1 C -0.87 -0.88 0.18
2 C -0.94 1.02 -0.21
3 C 0.54 -1.11 0.03
4 O 2.05 0.57 0.48
5 N 1.31 -0.19 -0.45
6 H 2.76 0.96 -0.05
7 H 0.96 -2.12 0.03
8 H -1.51 -1.53 -0.42
9 H -1.18 -0.70 1.20
10 H -0.72 1.18 -1.25
11 H -0.39 1.65 0.48
12 H -2.00 1.16 -0.01

For the energy above the lowest of the compared OMol25 structures with the same formula, charge and spin, the calculation gives 161.5 kcal per mole. The LUMO energy (spin up / spin down) is 0.21 / 0.25 eV. As for the frontier orbital gap (spin up / spin down): 9.00 / 7.57 eV. The value obtained for the total energy is -248.2691 Ha.

Löwdin population analysis, charges in e, atoms 1 to 2: atom 1 (C): -0.094, atom 2 (C): -0.018


(7)
The following is a DFT calculation (the ωB97M-V functional and the def2-TZVPD basis) of C3H7NO in the gas phase at a distorted geometry.

Positions of all 12 atoms, in Å:
1 N 1.77 -0.62 -0.14
2 C 0.71 0.44 -0.06
3 C -0.56 -0.20 0.54
4 C -1.80 0.21 -0.13
5 O -1.26 -1.13 -0.31
6 H 2.36 -0.74 0.77
7 H 2.42 -0.32 -0.93
8 H 0.49 0.62 -1.14
9 H 0.89 1.33 0.54
10 H -0.46 -0.61 1.59
11 H -2.92 0.11 0.33
12 H -1.62 0.90 -1.05

For the energy above the lowest of the compared OMol25 structures with the same formula, charge and spin, the calculation gives 71.0 kcal per mole. As for the structure (SMILES): NC[C@H]1CO1. The LUMO energy is 1.10 eV. As for the frontier orbital gap: 10.57 eV. The value obtained for the total energy is -248.4134 Ha.

Löwdin population analysis, charges in e, atoms 1 to 2: atom 1 (N): -0.039, atom 2 (C): -0.246


(8)
The following is a DFT calculation (the ωB97M-V functional and the def2-TZVPD basis) of 2 unconnected molecules or ions with the total composition C3H7NO at a distorted geometry.

Positions of all 12 atoms, in Å:
1 C -2.12 -0.41 -0.11
2 C 1.49 -0.07 0.10
3 C 0.62 -1.31 -0.10
4 N -1.91 0.83 0.27
5 O -3.05 -0.98 -0.51
6 H 1.29 0.57 -0.78
7 H 1.11 0.32 1.12
8 H 2.61 -0.33 0.14
9 H 0.79 -2.17 0.59
10 H 0.23 -1.49 -1.09
11 H -0.95 1.00 0.07
12 H -2.60 1.55 0.08

For the energy above the lowest of the compared OMol25 structures with the same formula, charge and spin, the calculation gives 97.6 kcal per mole. The LUMO energy (spin up / spin down) is 0.64 / 0.25 eV. As for the frontier orbital gap (spin up / spin down): 8.47 / 8.38 eV. The value obtained for the total energy is -248.3710 Ha.

Löwdin population analysis, charges in e, atoms 1 to 2: atom 1 (C): -0.385, atom 2 (C): -0.213


- Which value of energy above the lowest of the compared OMol25 structures with the same formula, charge and spin does entry 7 give?
  71.0 kcal per mole


- Among the records above, which one has the lowest energy above the lowest of the compared OMol25 structures with the same formula, charge and spin?
  number 1


- energy above the lowest of the compared OMol25 structures with the same formula, charge and spin of number 1 (C3H7NO)?
  3.7 kcal per mole


- The lowest energy above the lowest of the compared OMol25 structures with the same formula, charge and spin belongs to which entry?
  number 1